A molecular structure, C5H6N. Source: OMol25; level of theory: ωB97M-V/def2-TZVPD.

## Properties
* calculated total energy: -248.36556 hartree
* total charge: +1
* energy relative to the best compared isomer or geometry (same formula, charge and spin): 656.7 kJ/mol
* LUMO (spin up / spin down): -5.78 / -5.65 eV
* 2S+1: 1

Structure (XYZ):
```
12
Properties=species:S:1:pos:R:3:forces:R:3
C 2.755230 -0.061375 -0.154090 -1.14 0.23 0.05
C 0.480201 -1.081127 0.087362 -1.12 -0.61 0.07
C 0.337266 0.862158 0.244382 -0.06 0.51 0.78
C 1.509966 0.035757 0.201029 0.14 -2.29 -0.83
C -1.955932 0.076725 0.108079 0.95 -1.68 2.56
N -0.553607 -0.172513 0.259656 3.04 2.55 -0.97
H 3.714392 0.098884 -0.552813 0.86 0.31 0.02
H 0.345235 -1.985220 -0.508392 0.33 -0.02 0.52
H 0.243968 1.917521 0.109463 -0.67 0.44 0.18
H -2.444619 -0.830892 0.155794 -1.30 -1.92 0.89
H -2.233948 0.767492 0.857203 -0.55 0.57 0.75
H -2.198150 0.372586 -0.807672 -0.48 1.91 -4.02
```
Positions in Å, forces in eV/Å.